{"formula": "C12H17ClINOPRh", "method": "the ωB97M-V functional and the def2-TZVPD basis", "species": ["C", "I", "H", "H", "H", "Rh", "P", "C", "C", "H", "H", "H", "C", "H", "H", "H", "H", "H", "H", "C", "O", "Cl", "N", "C", "C", "C", "C", "C", "C", "C", "H", "H", "H", "H", "H"], "coordinates": [[1.512, 1.295, 0.921], [-2.575, 2.052, 2.066], [2.337, 0.523, 0.578], [1.182, 0.992, 1.910], [1.855, 2.323, 0.671], [0.335, 0.081, -1.495], [0.299, 1.724, -3.082], [-0.223, 3.467, -2.802], [2.039, 1.565, -3.560], [-0.703, -0.103, -4.191], [-1.204, 1.484, -4.971], [-2.010, 0.894, -3.418], [-1.038, 0.902, -3.991], [2.175, 0.488, -3.661], [2.069, 2.171, -4.541], [-0.073, 3.953, -3.810], [0.451, 3.948, -2.071], [2.608, 2.039, -2.731], [-1.272, 3.556, -2.476], [-0.207, 1.667, -0.620], [-0.074, 2.522, 0.175], [0.400, -2.113, -2.491], [-0.154, -1.090, 0.059], [-0.159, -1.510, 1.134], [-0.279, -2.133, 2.430], [-0.442, -3.524, 2.499], [-0.858, -4.227, 3.634], [-1.084, -3.582, 4.852], [-0.762, -2.242, 4.843], [-0.349, -1.509, 3.717], [-0.281, -4.037, 1.538], [-1.049, -5.330, 3.562], [-1.455, -4.102, 5.689], [-0.883, -1.682, 5.873], [-0.130, -0.459, 3.757]], "spin_multiplicity": 5, "gap_ha": [0.2457, 0.1506], "de_lowest_kcal_mol": 54.6, "max_force_ha_per_bohr": 0.12289, "total_charge": 2}


{"formula": "C12H17FeIN2", "method": "the ωB97M-V functional and the def2-TZVPD basis", "species": ["C", "C", "H", "H", "H", "H", "H", "H", "Fe", "C", "H", "H", "H", "I", "N", "C", "C", "C", "C", "C", "C", "C", "C", "N", "C", "H", "H", "H", "H", "H", "H", "H", "H"], "coordinates": [[-2.239, 1.095, -4.346], [-2.053, -0.385, -4.349], [-3.260, 1.537, -4.287], [-1.578, 1.576, -5.057], [-1.632, 1.337, -3.420], [-1.690, -0.588, -3.294], [-2.944, -1.046, -4.474], [-1.146, -0.804, -4.789], [-0.218, 0.284, -0.309], [1.050, 0.289, -1.798], [1.657, -0.641, -1.709], [1.748, 1.145, -1.664], [0.776, 0.323, -2.866], [-2.706, 0.478, 0.284], [0.187, 1.924, 0.586], [0.714, 1.201, 1.805], [0.788, 1.929, 2.960], [1.124, 1.226, 4.132], [1.281, -0.137, 4.084], [1.082, -0.957, 2.916], [1.088, -2.383, 2.746], [0.731, -3.081, 1.609], [0.367, -2.321, 0.518], [0.520, -1.005, 0.639], [0.856, -0.232, 1.752], [-0.700, 2.451, 0.665], [0.800, 2.515, 0.002], [0.549, 3.008, 2.911], [1.226, 1.822, 5.044], [1.565, -0.670, 4.974], [1.397, -2.971, 3.600], [0.718, -4.186, 1.539], [-0.061, -2.734, -0.404]], "spin_multiplicity": 5, "gap_ha": [0.2171, 0.2268], "de_lowest_kcal_mol": 71.0, "max_force_ha_per_bohr": 0.13256}